DFT (ωB97M-V with the def2-TZVPD basis set) results for a molecular structure, C5H6Cl2O4RuSV in a non-equilibrium geometry.

Kohn-Sham gap (alpha / beta) (Eh): 0.298 / 0.211
Total charge: +4
M (u): 385.086
<S²>: 15.78
Max |F| (eV/Å): 12.2
Multiplicity: 8
ΔE to the lowest compared entry with this formula, charge and spin (kJ/mol): 0.00

```
20
Properties=species:S:1:pos:R:3:forces:R:3
Ru 0.57613 4.58496 0.15897 -0.189 -4.993 -0.097
V 0.52225 0.48290 0.52791 3.596 -1.668 -3.078
Cl 1.25023 2.41153 -0.52632 0.103 0.764 -0.577
Cl -1.31273 1.45027 1.04537 -3.103 1.844 0.651
C 0.46032 -0.62829 2.05451 -0.533 -4.972 9.546
C 1.46270 5.65892 -1.02411 3.655 6.961 -4.391
C -0.04620 6.05071 1.06695 -2.751 11.063 4.246
O 0.39896 -1.25744 3.05244 0.410 3.525 -5.946
O 1.95963 6.52263 -1.63753 -2.486 -4.952 2.963
O -0.34569 7.10773 1.51609 1.688 -7.009 -2.573
C -1.34565 -2.97188 0.35567 -0.149 0.097 1.715
S 0.42416 -3.11530 -0.06269 -2.241 2.383 -1.536
C 0.06409 -3.84073 -1.69467 1.951 -0.274 -1.071
O 0.90481 -1.62942 -0.22363 -0.557 -2.152 -0.233
H -1.71065 -3.98958 0.52357 0.028 -0.091 -0.234
H -1.91484 -2.42232 -0.40298 0.536 -0.310 -0.349
H -1.47014 -2.45293 1.30450 0.109 -0.095 0.207
H -0.71399 -3.30908 -2.25081 -0.141 0.317 0.638
H 1.00411 -3.75799 -2.24123 0.091 -0.277 -0.212
H -0.16752 -4.89470 -1.54202 -0.016 -0.160 0.331
```
Forces are in eV/Å.

DFT (ωB97M-V with the def2-TZVPD basis set) results for a single C5H6ClFO molecule in a non-equilibrium geometry.

Kohn-Sham gap (Eh): 0.353
M (u): 136.553
Structure (SMILES): C/C(C=O)=C/[C@@H](F)Cl
Max |F| (eV/Å): 4.6
ΔE to the lowest compared entry with this formula, charge and spin (kJ/mol): 58.68

```
14
Properties=species:S:1:pos:R:3:forces:R:3
C -2.25406 -0.79528 1.65118 -0.554 -2.275 -1.648
C -0.95313 -0.69502 0.89107 -2.076 0.870 -0.605
C 0.19592 -1.04131 1.67116 2.190 0.604 -0.768
C -0.89021 -0.16830 -0.33184 -1.394 0.251 0.445
C 0.32274 0.13096 -1.06342 3.502 -2.485 -1.701
H -3.12007 -0.36471 1.13785 0.375 0.118 0.041
H -2.48590 -1.90038 1.74457 0.098 1.081 0.201
H -2.16660 -0.39753 2.62278 0.084 0.544 1.201
H -0.02251 -1.05170 2.72738 0.285 -0.521 0.988
H -1.82331 0.11499 -0.86681 0.730 -0.117 0.486
H 1.20555 -0.63650 -0.96492 -2.081 1.416 0.197
O 1.32060 -1.13399 1.20956 -0.566 -0.353 0.915
F 0.00465 0.03808 -2.42440 0.009 0.814 0.438
Cl 1.13404 1.66934 -0.65687 -0.602 0.053 -0.189
```
Forces are in eV/Å.

DFT (ωB97M-V with the def2-TZVPD basis set) results for 2 unconnected molecules or ions with the total composition C5H6ClN in a non-equilibrium geometry.

Kohn-Sham gap (Eh): 0.328
M (u): 115.563
Max |F| (eV/Å): 5.4
ΔE to the lowest compared entry with this formula, charge and spin (kJ/mol): 398.09

```
13
Properties=species:S:1:pos:R:3:forces:R:3
C -1.48932 -0.33195 -1.80392 -0.611 -0.572 -0.084
C -0.86102 -0.49177 0.67671 3.019 0.259 -1.420
C -0.76830 -0.26989 -0.63660 4.219 3.120 1.377
C 0.19407 -0.42377 1.81133 -0.803 3.362 -1.597
C 1.08097 1.00396 -1.10370 -1.785 -4.827 1.356
N -2.02712 -0.46336 -2.81260 -0.208 0.160 -0.427
Cl 2.43587 -0.09312 -1.14633 -0.084 0.170 -0.448
H -1.69212 -0.99209 0.93805 -3.206 -1.673 1.132
H 0.23155 -1.36076 2.34350 0.590 -0.295 -0.170
H -0.22421 0.34133 2.54169 0.554 -0.872 -0.629
H 1.12833 0.06730 1.35348 -1.040 -1.469 1.190
H 0.86830 1.52465 -1.95622 -0.470 1.069 -2.164
H 1.12301 1.48947 -0.20538 -0.176 1.570 1.885
```
Forces are in eV/Å.

DFT (ωB97M-V with the def2-TZVPD basis set) results for 2 unconnected molecules or ions with the total composition C5H6ClNOS in a non-equilibrium geometry.

Kohn-Sham gap (alpha / beta) (Eh): 0.331 / 0.285
M (u): 163.629
Max |F| (eV/Å): 4.5
ΔE to the lowest compared entry with this formula, charge and spin (kJ/mol): 186.37

```
15
Properties=species:S:1:pos:R:3:forces:R:3
C -0.59469 0.27533 1.27398 -1.327 0.488 -1.888
C 0.03970 0.01443 2.38391 1.196 -0.609 4.264
C 1.62505 0.10461 0.57562 -0.062 0.390 0.037
C 0.34038 0.37864 0.21213 0.438 -0.096 -1.818
C -0.11361 0.62375 -1.17217 -0.906 -2.051 0.497
N -1.45773 -1.34049 -1.16830 0.744 2.142 2.642
O 0.72129 0.42686 -2.20358 -0.089 0.127 -0.214
S 1.76094 -0.16281 2.25202 -0.802 0.051 -0.274
Cl -1.20450 1.92913 -1.37988 -0.469 0.343 -0.100
H -1.67656 0.31154 1.10324 0.544 0.191 0.293
H -0.32978 -0.07055 3.41390 -0.178 -0.075 -0.697
H 2.50280 0.11967 -0.02300 0.348 -0.005 -0.518
H -0.94302 -1.64883 -1.95508 0.991 -0.777 -0.854
H -0.90755 -1.58391 -0.27930 -0.840 -0.045 -1.960
H 0.23728 0.62264 -3.03349 0.411 -0.073 0.590
```
Forces are in eV/Å.

DFT (ωB97M-V with the def2-TZVPD basis set) results for a molecular structure, C5H6CrF11N3O17S5 in a non-equilibrium geometry.

Kohn-Sham gap (alpha / beta) (Eh): 0.121 / 0.110
Total charge: -2
M (u): 801.416
<S²>: 20.04
Max |F| (eV/Å): 6.4
Multiplicity: 9

```
48
Properties=species:S:1:pos:R:3:forces:R:3
Cr -0.37935 -0.03072 0.16469 0.245 0.016 0.899
C -1.84683 -2.47560 -3.73550 2.786 3.254 -0.854
F -2.78095 -1.65219 -4.16549 -0.256 -0.067 -0.070
F -2.26838 -3.21275 -2.80134 -0.849 -1.843 1.185
F -1.29449 -3.10109 -4.76857 -0.585 -0.993 -0.261
S -0.32004 -1.47113 -3.02375 1.444 0.460 3.921
O 0.85308 -2.31281 -2.85413 -1.348 -0.465 -0.871
O -0.03771 -0.42903 -4.05818 -0.449 0.909 -0.881
O -0.73994 -0.88582 -1.73489 -0.438 -1.350 -2.956
C 2.65707 3.46221 -1.59752 -1.519 -2.147 0.617
F 3.35676 3.93002 -2.60702 0.706 0.196 -0.002
F 3.35992 3.48671 -0.42867 -0.382 -0.015 -1.417
F 1.55323 4.16046 -1.46349 0.177 0.368 0.204
S 2.00695 1.58958 -1.99976 -2.052 -1.762 1.777
O 3.11221 0.66014 -1.99858 0.785 0.902 -0.490
O 1.03459 1.20487 -0.94519 1.715 1.593 -0.940
O 1.26935 1.73853 -3.28993 0.705 0.360 -0.062
C -2.44350 -3.63568 2.67470 -0.737 4.145 0.153
F -1.20733 -4.06401 2.71136 0.675 -0.915 0.786
F -3.03889 -4.16556 1.64265 -0.880 -1.275 -0.657
F -3.14994 -3.87314 3.82320 0.990 -0.604 -1.003
S -2.44788 -1.69383 2.41991 -3.185 3.069 2.385
O -1.87774 -1.12680 3.62401 0.919 -1.655 0.375
O -1.65337 -1.36694 1.24804 0.401 -1.465 -0.959
O -3.85894 -1.23288 2.33286 1.906 -2.645 -0.690
N -1.82367 1.30882 0.23427 -1.388 0.953 3.889
S -2.36438 2.35080 -0.76255 -1.097 1.972 -4.660
O -1.68502 3.63117 -0.84778 -1.049 -0.785 0.376
O -3.80852 2.24033 -1.03673 2.082 0.560 0.080
F -1.66607 1.61981 -2.02655 -0.537 0.018 -0.251
S -2.72528 1.99787 1.55857 -1.875 -2.706 4.436
O -4.02093 1.34793 1.89445 2.848 1.768 -1.664
O -2.52796 3.36660 1.94857 0.061 0.440 -0.828
F -1.79154 1.33377 2.78695 -0.260 0.276 -1.680
C 3.29148 -2.31330 -0.50072 -1.032 -0.247 1.323
N 1.85068 -2.63191 -0.12750 5.758 -0.145 -2.743
O 1.49037 -3.82031 -0.19797 -1.928 -1.164 0.619
O 1.12824 -1.69729 0.36087 -1.491 0.713 1.457
H 3.44730 -2.31737 -1.57952 -0.394 0.415 0.120
H 3.89999 -3.09975 -0.05429 -0.212 -0.326 -0.022
H 3.59292 -1.41114 0.03159 -0.210 0.356 -0.582
C 2.43444 2.16173 3.14904 0.727 -0.627 1.184
N 1.30703 2.00109 2.22166 -0.026 1.971 -1.706
O 0.92896 0.88644 1.92583 0.014 -1.154 0.496
O 0.91563 3.02385 1.63654 0.369 -0.660 1.026
H 2.30749 3.00851 3.82354 -0.300 0.070 -0.405
H 3.39358 2.24465 2.63788 -0.297 0.345 -0.603
H 2.56751 1.26512 3.75442 -0.537 -0.111 -0.051
```
Forces are in eV/Å.

DFT (ωB97M-V with the def2-TZVPD basis set) results for a molecular structure, C5H6CuNO3 in a non-equilibrium geometry.

Kohn-Sham gap (alpha / beta) (Eh): 0.264 / 0.163
Total charge: +1
M (u): 191.653
<S²>: 0.76
Max |F| (eV/Å): 2.3
Multiplicity: 2
ΔE to the lowest compared entry with this formula, charge and spin (kJ/mol): 31.81

```
16
Properties=species:S:1:pos:R:3:forces:R:3
Cu 2.77374 2.75586 1.11578 -0.838 -0.971 1.053
O 0.35130 -0.52071 2.07452 0.248 0.793 -0.369
C 0.98297 0.55801 2.67737 0.138 0.577 2.243
O 0.95198 0.66335 3.88392 0.121 -0.359 -1.202
O 1.53497 1.40522 1.85137 0.422 0.365 -1.774
H 0.25593 -0.20326 1.17053 -0.063 -0.347 0.019
N 0.41119 -0.19869 -1.05025 0.343 -0.154 -0.943
C -0.06794 -1.45393 -1.28332 0.054 -0.027 0.715
C -1.46072 -1.36433 -1.51072 -0.434 0.051 -0.191
C -1.80502 -0.05025 -1.38343 0.441 0.880 -0.755
C -0.57403 0.69612 -1.28050 -0.326 -0.513 1.564
H 1.36632 0.02188 -0.80489 0.057 0.035 -0.059
H 0.53159 -2.33711 -1.12225 0.135 0.049 -0.202
H -2.10245 -2.18798 -1.77522 -0.027 -0.086 0.299
H -2.75379 0.46165 -1.39298 -0.173 -0.337 -0.247
H -0.39604 1.75417 -1.16992 -0.096 0.043 -0.149
```
Forces are in eV/Å.

DFT (ωB97M-V with the def2-TZVPD basis set) results for a single C5H6F2S molecule in a non-equilibrium geometry.

Kohn-Sham gap (Eh): 0.352
M (u): 136.166
Structure (SMILES): F/C=C\C1(F)CSC1
Max |F| (eV/Å): 2.8
ΔE to the lowest compared entry with this formula, charge and spin (kJ/mol): 85.77

```
14
Properties=species:S:1:pos:R:3:forces:R:3
C 1.98890 -0.35905 0.04677 -1.411 2.332 -0.593
C 1.13155 0.69604 -0.03259 2.193 -1.414 0.500
C -0.34540 0.55137 -0.03184 -0.354 -0.185 -0.154
C -0.99549 -0.29846 -1.16130 -0.349 0.072 0.511
C -1.05127 -0.14879 1.15561 -0.201 -0.227 -0.062
H 3.07017 -0.29406 0.06153 -0.111 -0.113 0.063
H 1.55064 1.71689 -0.03285 -0.289 -0.725 0.027
H -1.47142 0.28372 -1.96506 0.533 -0.278 0.206
H -0.33969 -1.11159 -1.46869 0.012 0.385 -0.438
H -1.58104 0.59893 1.77593 0.553 -0.564 -0.072
H -0.41824 -0.86848 1.71077 -0.404 0.626 -0.181
F 1.50583 -1.60271 -0.00233 0.080 -0.485 0.234
F -0.82348 1.85239 -0.06516 -0.441 0.357 -0.288
S -2.22105 -1.01622 0.00920 0.189 0.220 0.248
```
Forces are in eV/Å.

DFT (ωB97M-V with the def2-TZVPD basis set) results for a single C5H6FN molecule in a non-equilibrium geometry.

Kohn-Sham gap (Eh): 0.368
M (u): 99.108
Structure (SMILES): C#C/C(=C\F)CN
Max |F| (eV/Å): 2.3
ΔE to the lowest compared entry with this formula, charge and spin (kJ/mol): 245.98

```
13
Properties=species:S:1:pos:R:3:forces:R:3
C 0.26089 -0.79129 -0.65694 -0.209 -1.029 -0.521
C -0.13470 0.38610 0.15754 -0.141 -0.243 2.291
C -0.14926 0.31781 1.51098 -0.112 -0.128 -1.604
C -0.41546 1.54069 -0.61159 0.155 1.469 0.257
C -0.51051 2.59758 -1.18870 -0.114 -1.323 -0.035
H 1.18213 -2.11551 0.65459 -0.550 0.151 -1.139
H -0.36311 -2.45966 0.41386 0.058 0.263 -0.555
H 1.18863 -0.56227 -1.12846 0.753 0.416 -0.617
H -0.46551 -0.89574 -1.45590 -0.150 0.032 -0.252
H 0.08214 -0.62417 2.02583 -0.158 0.716 0.060
H -0.65285 3.35509 -1.90702 -0.045 0.552 -0.045
N 0.45487 -2.11111 -0.09965 0.389 -0.519 2.230
F -0.47727 1.36248 2.28545 0.124 -0.357 -0.070
```
Forces are in eV/Å.

DFT (ωB97M-V with the def2-TZVPD basis set) results for a molecular structure, C5H6FO5Tl in a non-equilibrium geometry.

Kohn-Sham gap (Eh): 0.046
Total charge: +2
M (u): 369.479
Max |F| (eV/Å): 5.6
ΔE to the lowest compared entry with this formula, charge and spin (kJ/mol): 112.45

```
18
Properties=species:S:1:pos:R:3:forces:R:3
Tl 2.09146 -0.31024 -3.43965 -0.183 -0.008 -0.114
C 8.74196 -0.45545 0.18980 -0.527 0.725 -1.699
C 7.48603 0.02746 -0.54202 3.789 -2.805 3.008
O 7.36222 0.12539 -1.78705 -1.753 0.718 0.821
O 6.45771 0.20768 0.13839 -0.778 0.677 -2.194
H 9.09636 -1.44986 -0.08159 -0.711 -0.339 -0.321
H 8.78108 -0.40738 1.27804 -0.401 0.472 0.198
H 9.49035 0.20614 -0.24645 0.546 0.556 0.285
C -6.19723 1.04721 0.95055 0.569 -1.365 1.638
C -6.53678 -0.42510 0.83219 -1.810 0.539 -0.223
O -5.95536 -0.80337 -0.34335 3.574 -0.147 -2.871
C -4.89532 0.06259 -0.60427 0.810 -2.322 0.260
O -3.91742 -0.11412 -1.31828 -2.040 -0.129 0.281
O -4.93769 1.01919 0.26373 -0.069 2.849 0.312
F -7.84047 -0.53862 0.51277 -1.238 -0.300 1.064
H -5.97115 1.25175 1.99705 -0.068 0.571 -0.187
H -7.01563 1.65356 0.56239 0.534 0.240 -0.411
H -6.24013 -1.09683 1.63772 -0.244 0.070 0.151
```
Forces are in eV/Å.

DFT (ωB97M-V with the def2-TZVPD basis set) results for a molecular structure, C5H6GaO2 in a non-equilibrium geometry.

Kohn-Sham gap (alpha / beta) (Eh): 0.268 / 0.298
M (u): 167.824
<S²>: 0.75
Max |F| (eV/Å): 4.3
Multiplicity: 2
ΔE to the lowest compared entry with this formula, charge and spin (kJ/mol): 87.95

```
14
Properties=species:S:1:pos:R:3:forces:R:3
C 1.55716 -2.28017 1.63819 -0.007 1.997 0.763
C 1.35789 -1.10041 1.89680 0.682 -1.982 -0.140
C 1.16374 0.31579 2.21945 -0.233 0.158 -0.182
C -0.23022 0.58792 2.73637 0.416 -1.545 0.353
O -0.58925 1.83918 2.93571 -1.340 -3.002 0.848
Ga -0.04222 3.39522 2.59530 1.222 4.028 -0.794
H 1.87850 -3.30440 1.55838 -0.398 0.415 -0.220
H 1.34368 0.90892 1.30351 -0.073 -0.116 0.181
H 1.93291 0.64226 2.94997 -0.194 -0.127 -0.160
H -0.69538 -0.19483 3.35790 0.063 0.488 -0.332
C -0.41975 -1.50756 0.10936 -0.946 -0.903 -0.634
O -0.14949 -0.47413 -0.65526 -0.302 0.698 -0.125
H -1.03154 -1.08282 0.93886 0.685 0.105 0.151
H 0.12060 -0.76308 -1.53761 0.423 -0.215 0.290
```
Forces are in eV/Å.

DFT (ωB97M-V with the def2-TZVPD basis set) results for a single C5H6IN molecule in a non-equilibrium geometry.

Kohn-Sham gap (Eh): 0.344
M (u): 207.014
Structure (SMILES): [H]/N=C/[C@@]1(I)C=CC1
Max |F| (eV/Å): 8.2
ΔE to the lowest compared entry with this formula, charge and spin (kJ/mol): 273.29

```
13
Properties=species:S:1:pos:R:3:forces:R:3
C 0.64610 -1.67578 -0.10278 -1.258 1.624 0.871
C 0.04232 -1.00086 -1.06879 -0.368 0.516 -0.917
C -0.33584 1.59715 -0.39794 2.900 0.387 1.063
C 0.24864 -0.86263 1.10144 4.306 5.510 -4.212
C -0.58679 0.11812 -0.22304 0.458 -2.096 2.361
N 0.58660 2.11414 0.33980 -1.410 -2.447 0.078
I -2.71587 -0.15723 0.08214 0.082 0.073 -0.228
H 1.10304 -2.59483 0.01366 1.115 -1.755 -0.528
H -0.06976 -1.19470 -2.15607 0.152 0.284 0.883
H -0.73956 2.18441 -1.21679 -0.718 -0.346 -0.175
H -0.16567 -1.38155 1.84134 -2.715 -1.657 2.918
H 1.17717 -0.20861 1.59006 -2.466 -1.564 -1.431
H 0.80963 3.06238 0.19696 -0.079 1.473 -0.684
```
Forces are in eV/Å.

DFT (ωB97M-V with the def2-TZVPD basis set) results for a molecular structure, C5H6INO2S in a non-equilibrium geometry.

Kohn-Sham gap (Eh): 0.331
M (u): 271.079
Max |F| (eV/Å): 3.7
ΔE to the lowest compared entry with this formula, charge and spin (kJ/mol): 0.00

```
16
Properties=species:S:1:pos:R:3:forces:R:3
C 0.25836 -0.59676 0.18281 0.430 0.619 0.534
C 0.00880 0.67302 -0.15879 -0.086 -0.826 -0.425
C -0.40367 -1.59262 -0.63140 -2.722 1.328 -2.117
C 1.12316 -1.03121 1.31953 0.067 0.039 -0.046
C 0.51726 1.90730 0.47809 -0.050 0.209 -0.059
N -1.57855 -0.76923 -1.38300 2.185 -1.288 1.265
O -0.26729 -2.75089 -0.82786 0.208 0.050 0.374
O -2.16297 1.71969 -1.13284 -0.706 0.793 0.145
S -1.09932 0.84985 -1.59206 0.585 -0.691 0.352
I -2.37240 -1.67645 -2.99244 -0.097 -0.171 -0.299
H 2.16708 -1.07181 1.00508 0.045 -0.065 0.039
H 0.82718 -2.02076 1.65787 0.055 -0.030 0.086
H 1.04596 -0.31869 2.13959 0.027 -0.065 0.064
H 1.59864 1.98679 0.37397 0.075 0.008 -0.035
H 0.28728 1.91553 1.54363 -0.041 -0.005 0.026
H 0.05047 2.77624 0.01781 0.025 0.095 0.095
```
Forces are in eV/Å.

Q: What is the M in the sixth record?
A: 191.653 u

Q: M of number 7 (C5H6F2S)?
A: 136.166 u

Q: The highest M belongs to which entry?
A: C5H6CrF11N3O17S5